[1]
Here is a cluster of 8 separate species, C44H96F8N8O16S8 in total at a distorted geometry from the OMol25 dataset. Energies are from ωB97M-V/def2-TZVPD.

Structure (XYZ):
```
180
C44H96F8N8O16S8, DFT ωB97M-V/def2-TZVPD
C 1.51 -8.12 -6.89
C 2.49 -7.05 -6.39
C 3.98 -7.53 -6.68
C 5.12 -6.52 -6.31
N 6.49 -6.88 -6.88
C 6.55 -6.78 -8.48
C 6.71 -5.34 -8.90
C 7.12 -4.62 -7.63
C 7.50 -5.67 -6.58
C 7.06 -8.26 -6.26
C 7.03 -8.33 -4.69
C 7.87 -9.45 -4.17
H 1.53 -9.05 -6.32
H 1.73 -8.32 -7.93
H 0.48 -7.80 -7.03
H 2.41 -6.67 -5.37
H 2.30 -6.11 -6.90
H 4.11 -7.81 -7.72
H 4.31 -8.47 -6.25
H 5.31 -6.40 -5.24
H 4.88 -5.53 -6.69
H 7.54 -7.21 -8.62
H 5.88 -7.36 -9.12
H 7.42 -5.33 -9.73
H 5.70 -5.19 -9.28
H 7.94 -3.91 -7.74
H 6.37 -3.96 -7.18
H 8.52 -6.04 -6.64
H 7.36 -5.29 -5.57
H 8.05 -8.41 -6.69
H 6.44 -8.99 -6.76
H 6.01 -8.56 -4.38
H 7.58 -7.47 -4.31
H 7.92 -10.36 -4.76
H 7.43 -9.94 -3.30
H 8.94 -9.27 -4.01
C -3.56 5.89 7.01
C -2.91 6.30 8.37
C -3.85 6.56 9.53
C -4.52 5.28 10.13
N -5.29 5.42 11.45
C -5.82 4.00 11.88
C -6.95 3.69 10.92
C -7.45 5.04 10.60
C -6.62 6.16 11.19
C -4.57 6.19 12.58
C -3.28 5.50 13.09
C -2.59 6.29 14.19
H -4.22 6.67 6.63
H -4.22 5.02 7.14
H -2.94 5.44 6.24
H -2.32 7.17 8.07
H -2.18 5.50 8.50
H -4.61 7.25 9.16
H -3.35 7.22 10.24
H -3.71 4.60 10.40
H -5.23 4.73 9.52
H -6.04 4.13 12.94
H -4.97 3.31 11.82
H -7.77 3.28 11.51
H -6.66 2.95 10.18
H -8.44 5.33 10.95
H -7.68 5.11 9.53
H -7.07 6.44 12.14
H -6.54 7.04 10.56
H -5.40 6.23 13.29
H -4.39 7.20 12.20
H -2.64 5.35 12.23
H -3.61 4.57 13.55
H -3.24 6.39 15.06
H -2.12 7.23 13.92
H -1.80 5.72 14.67
C -0.23 -2.11 -2.18
C -1.68 -1.89 -1.99
C -2.38 -2.92 -0.98
C -3.89 -2.89 -1.00
N -4.50 -3.78 0.18
C -6.04 -3.71 0.01
C -6.56 -4.88 0.66
C -5.57 -5.96 0.39
C -4.19 -5.30 0.05
C -4.11 -3.36 1.60
C -4.46 -1.86 1.85
C -4.02 -1.53 3.28
H 0.07 -3.08 -2.60
H 0.21 -2.01 -1.18
H 0.17 -1.24 -2.69
H -2.27 -1.89 -2.90
H -1.76 -0.90 -1.54
H -1.98 -2.81 0.03
H -2.20 -3.93 -1.37
H -4.33 -3.11 -1.97
H -4.17 -1.86 -0.79
H -6.45 -2.76 0.35
H -6.34 -3.91 -1.02
H -6.80 -4.74 1.72
H -7.50 -5.11 0.18
H -5.49 -6.82 1.05
H -5.75 -6.48 -0.55
H -3.37 -5.53 0.74
H -3.85 -5.61 -0.94
H -3.08 -3.60 1.85
H -4.75 -4.01 2.20
H -5.46 -1.48 1.65
H -3.84 -1.27 1.18
H -4.18 -0.47 3.48
H -2.95 -1.72 3.39
H -4.61 -2.15 3.96
C 6.37 2.72 -5.99
C 6.38 4.20 -5.44
C 5.07 4.87 -5.83
C 4.86 5.31 -7.28
N 3.55 6.08 -7.57
C 3.25 6.20 -9.10
C 3.85 7.51 -9.57
C 4.21 8.44 -8.39
C 3.72 7.62 -7.18
C 2.32 5.51 -6.79
C 1.82 4.17 -7.33
C 0.56 3.67 -6.58
H 7.29 2.21 -5.73
H 6.31 2.81 -7.07
H 5.42 2.23 -5.77
H 7.25 4.79 -5.70
H 6.44 4.08 -4.36
H 5.11 5.75 -5.18
H 4.23 4.34 -5.37
H 4.75 4.44 -7.93
H 5.65 5.99 -7.62
H 2.18 6.05 -9.26
H 3.77 5.39 -9.61
H 3.03 7.91 -10.17
H 4.64 7.33 -10.29
H 3.54 9.30 -8.44
H 5.25 8.73 -8.33
H 2.81 8.07 -6.78
H 4.47 7.57 -6.39
H 1.51 6.17 -7.08
H 2.54 5.60 -5.72
H 2.64 3.46 -7.26
H 1.67 4.29 -8.41
H 0.31 2.62 -6.75
H -0.30 4.31 -6.78
H 0.72 3.84 -5.52
N 3.71 -7.36 2.55
S 3.63 -8.84 2.33
O 4.10 -9.42 1.02
O 2.53 -9.60 2.99
F 4.83 -9.25 3.44
S 2.59 -7.01 1.35
O 1.19 -7.61 1.31
O 3.21 -6.88 0.02
F 2.27 -5.49 1.84
N -1.49 0.49 11.97
S 0.00 0.33 12.10
O 0.89 1.06 11.20
O 0.51 -0.96 12.64
F 0.19 1.16 13.50
S -1.50 0.03 10.29
O -1.14 -1.30 10.04
O -1.37 1.06 9.25
F -3.11 -0.19 10.30
N 1.28 5.11 1.18
S 1.58 3.52 0.72
O 2.14 2.57 1.68
O 1.96 3.45 -0.75
F 0.10 2.88 0.75
S 2.58 5.47 1.73
O 3.80 5.33 0.92
O 2.70 5.33 3.17
F 2.25 7.04 1.53
N -8.30 0.63 -2.53
S -7.59 1.97 -3.22
O -8.54 3.07 -3.27
O -6.58 1.83 -4.30
F -6.72 2.49 -1.96
S -9.10 0.28 -3.68
O -8.42 -0.45 -4.70
O -10.24 1.10 -4.13
F -9.79 -0.96 -2.80
```

Its highest occupied orbital energy is -7.8 eV. As for the orbital gap: 6.65 eV. As for the largest force on an atom: 11.79 eV/A. The calculation puts the lowest unoccupied orbital energy at -1.2 eV. As for the charge: 0.

[2]
Here is a cluster of 10 separate species, C45H102F3N3O9 in total at a distorted geometry from the OMol25 dataset. Energies are from ωB97M-V/def2-TZVPD.

Structure (XYZ):
```
162
C45H102F3N3O9, DFT ωB97M-V/def2-TZVPD
C 0.83 -6.97 3.44
C 1.33 -8.33 2.92
C 1.16 -8.26 1.37
C 1.69 -9.54 0.73
C 3.21 -9.65 0.98
C 3.66 -9.55 2.48
N 2.77 -8.66 3.26
O 3.08 -8.25 4.55
C 5.13 -9.03 2.53
C 3.54 -10.99 3.02
C 0.55 -9.52 3.55
H 1.43 -6.16 3.01
H 0.95 -6.77 4.50
H -0.15 -6.78 3.01
H 1.69 -7.47 0.83
H 0.18 -7.96 0.97
H 1.30 -9.79 -0.25
H 1.25 -10.40 1.24
H 3.72 -8.89 0.40
H 3.47 -10.63 0.57
H 5.58 -8.90 3.51
H 5.33 -8.16 1.90
H 5.74 -9.79 2.04
H 2.62 -11.49 2.72
H 3.66 -11.05 4.11
H 4.39 -11.45 2.52
H 0.50 -9.59 4.64
H 0.93 -10.51 3.30
H -0.48 -9.48 3.21
C -0.73 0.39 -0.30
O -1.27 0.79 -1.48
O -0.23 -0.95 -0.48
C 0.14 1.61 0.35
F 0.46 1.54 1.67
F 1.35 1.87 -0.15
F -0.57 2.75 0.17
C -2.49 1.56 -1.64
C -2.51 1.92 -3.14
H -3.54 2.20 -3.33
H -1.81 2.73 -3.34
H -2.33 1.08 -3.81
H -2.65 2.47 -1.07
H -3.43 1.01 -1.56
H -1.61 0.19 0.31
C 9.08 9.41 3.32
C 8.39 9.68 4.71
C 7.03 8.97 4.85
C 7.08 7.51 4.33
C 5.88 6.59 4.59
C 4.55 7.17 4.22
H 9.48 8.44 3.03
H 9.98 10.02 3.24
H 8.44 9.68 2.48
H 9.12 9.36 5.46
H 8.22 10.71 5.02
H 6.15 9.50 4.49
H 6.80 8.80 5.90
H 7.20 7.47 3.24
H 8.00 7.04 4.66
H 6.01 5.61 4.12
H 6.08 6.37 5.64
H 4.24 7.99 4.86
H 4.59 7.68 3.26
H 3.74 6.44 4.19
C 0.42 0.19 7.83
C -0.98 -0.54 7.69
C -2.00 0.22 7.00
C -3.13 -0.65 6.42
C -4.19 0.17 5.74
C -3.91 1.27 4.76
H 0.73 0.74 6.94
H 1.15 -0.60 8.02
H 0.28 0.98 8.57
H -0.78 -1.47 7.16
H -1.51 -0.76 8.61
H -1.51 0.74 6.17
H -2.39 1.00 7.66
H -2.79 -1.37 5.68
H -3.55 -1.26 7.21
H -4.98 -0.51 5.42
H -4.65 0.63 6.61
H -3.70 0.79 3.81
H -4.67 1.97 4.43
H -3.08 1.86 5.14
C -10.18 2.55 -2.91
C -10.72 1.22 -2.24
C -9.46 0.46 -1.92
C -9.79 -0.79 -1.07
C -8.66 -1.92 -1.15
C -9.14 -3.21 -0.48
H -9.34 2.94 -2.33
H -11.05 3.19 -3.04
H -9.81 2.37 -3.92
H -11.15 1.51 -1.28
H -11.47 0.68 -2.82
H -8.63 0.93 -1.39
H -8.98 0.12 -2.84
H -10.03 -0.64 -0.02
H -10.67 -1.19 -1.57
H -8.46 -2.05 -2.22
H -7.72 -1.44 -0.88
H -8.24 -3.82 -0.33
H -9.60 -2.93 0.46
H -9.89 -3.82 -0.98
C 2.41 7.04 -3.14
C 0.95 7.50 -3.40
C 0.27 8.54 -2.44
C -1.18 8.74 -2.77
C -2.12 7.90 -1.84
C -3.53 7.90 -2.38
H 2.49 6.19 -2.45
H 2.96 7.85 -2.65
H 3.03 6.75 -3.99
H 0.97 8.01 -4.36
H 0.26 6.67 -3.57
H 0.79 9.49 -2.63
H 0.47 8.36 -1.39
H -1.49 9.76 -2.52
H -1.37 8.49 -3.81
H -1.87 6.87 -1.59
H -2.23 8.27 -0.82
H -3.76 8.97 -2.39
H -3.64 7.34 -3.30
H -4.23 7.45 -1.68
C 4.48 -0.02 -4.69
C 3.07 -0.51 -5.02
O 2.76 -1.74 -4.31
O 5.30 -1.18 -4.87
H 4.40 0.40 -3.68
H 4.47 0.72 -5.49
H 2.89 -0.60 -6.09
H 2.37 0.23 -4.63
H 2.28 -1.52 -3.51
H 4.89 -1.97 -4.49
C 5.75 -2.95 0.13
C 6.00 -2.69 1.69
O 4.72 -2.66 2.36
O 5.05 -4.16 -0.05
H 6.64 -3.07 -0.48
H 5.19 -2.12 -0.29
H 6.56 -1.77 1.86
H 6.63 -3.52 2.00
H 4.09 -2.15 1.86
H 4.18 -4.11 0.36
O -2.86 -6.65 -6.28
C -2.19 -5.95 -5.57
N -1.20 -6.50 -4.92
C -2.41 -4.42 -5.43
H -0.31 -6.05 -4.72
H -1.12 -7.50 -4.79
H -1.55 -3.85 -5.79
H -2.64 -4.14 -4.40
H -3.21 -4.17 -6.12
O -2.89 0.58 -11.99
C -1.80 0.66 -11.37
N -0.78 0.94 -12.10
C -1.65 0.70 -9.81
H 0.10 1.21 -11.67
H -1.14 1.29 -12.97
H -0.68 0.30 -9.54
H -2.43 0.04 -9.43
H -1.80 1.69 -9.37
```

Its highest occupied orbital energy is -6.3 eV. As for the orbital gap: 1.51 eV. As for the largest force on an atom: 7.46 eV/A. The calculation puts the lowest unoccupied orbital energy at -4.8 eV. As for the charge: 0.